# 1
41
Properties=species:S:1:pos:R:3:lowdin_spin:R:1 method="wB97M-V/def2-TZVPD" e_homo_ev="-5.663 / -8.552" spin_multiplicity=5 mol_weight_g_mol=390.3 lumo_ev="0.58 / -2.26" e_tot_ev=-73345.563 homo_lumo_gap_ev="6.24 / 6.29"
F 4.28 -1.19 -0.02 0.003
C 3.19 -0.71 -0.71 0.009
F 3.64 -0.04 -1.82 0.002
F 2.47 -1.81 -1.13 0.006
C 2.34 0.21 0.17 0.074
C 1.75 1.33 -0.39 -0.001
C 0.87 2.11 0.33 0.101
C 0.39 1.68 1.61 0.149
S -1.11 2.44 1.98 0.833
C 1.22 0.70 2.29 0.099
C 2.17 -0.03 1.54 -0.009
H 1.97 1.59 -1.42 -0.001
H 0.42 2.99 -0.14 0.008
H 1.08 0.46 3.36 0.005
H 2.80 -0.81 1.95 -0.001
C -2.22 3.89 -0.24 0.030
C -2.81 3.00 0.92 0.389
C -3.60 3.68 2.03 0.024
C -5.06 3.55 2.28 0.036
C -5.32 3.81 3.68 0.046
C -4.02 4.09 4.33 -0.012
C -3.04 4.13 3.29 0.123
Fe -4.03 2.37 3.42 1.769
C -2.91 0.72 3.13 0.104
C -4.21 0.67 2.50 0.009
C -5.21 0.76 3.56 0.090
C -4.52 1.02 4.80 0.011
C -3.09 1.06 4.53 0.031
H -2.97 4.30 -0.95 0.009
H -1.78 4.78 0.25 0.003
H -1.52 3.32 -0.93 0.002
H -3.52 2.22 0.47 0.012
H -5.80 3.36 1.51 0.003
H -6.30 3.82 4.17 0.005
H -3.87 4.25 5.40 -0.002
H -2.04 4.52 3.41 0.011
H -1.99 0.36 2.68 0.020
H -4.41 0.52 1.44 -0.001
H -6.27 0.59 3.44 0.007
H -4.97 1.08 5.78 0.000
H -2.30 1.24 5.25 0.003


# 2
50
Properties=species:S:1:pos:R:3:nbo_charge:R:1 method="wB97M-V/def2-TZVPD" e_homo_ev=-12.565 spin_multiplicity=1 mol_weight_g_mol=357.7 lumo_ev=-7.10 e_tot_ev=-77133.725 homo_lumo_gap_ev=5.46 charge=+1
Zn -0.05 -1.43 -3.17 1.724
O -0.96 -0.27 -2.01 -1.285
H -1.10 -0.39 -1.06 0.501
C 2.01 2.48 -0.16 -0.635
C 1.85 1.39 0.90 -0.079
C 0.72 1.90 1.86 -0.065
O 0.42 0.90 2.85 -0.582
C -0.62 1.24 3.76 -0.263
N 1.45 0.20 0.16 -0.861
H 3.04 2.67 -0.50 0.221
H 1.80 3.49 0.18 0.227
H 1.56 2.23 -1.12 0.208
H 2.82 1.25 1.37 0.218
H -0.22 2.15 1.37 0.179
H 1.14 2.82 2.27 0.185
H -0.32 1.17 4.80 0.199
H -1.36 0.46 3.59 0.172
H -1.14 2.19 3.66 0.193
H 1.43 -0.52 0.87 0.419
H 0.50 0.19 -0.15 0.360
C 4.12 -0.01 -2.20 -0.099
C 2.81 0.20 -3.03 -0.096
O 1.78 -0.56 -2.36 -0.891
O 4.68 -1.32 -2.37 -0.729
H 3.89 0.05 -1.14 0.184
H 4.93 0.65 -2.53 0.197
H 2.87 -0.13 -4.07 0.192
H 2.51 1.24 -3.12 0.194
H 1.93 -0.30 -1.39 0.538
H 5.28 -1.50 -1.64 0.481
C -4.70 -0.27 -1.61 -0.086
C -4.21 0.96 -0.89 -0.092
O -3.16 1.52 -1.62 -0.736
O -3.76 -1.33 -1.31 -0.783
H -4.59 -0.12 -2.68 0.182
H -5.70 -0.63 -1.35 0.202
H -3.83 0.82 0.13 0.165
H -5.06 1.63 -0.77 0.190
H -2.47 0.87 -1.82 0.476
H -2.85 -1.19 -1.59 0.469
C -1.39 -2.48 1.68 -0.102
C -0.02 -2.93 2.15 -0.090
O 0.93 -1.86 2.17 -0.749
O -1.46 -2.36 0.27 -0.769
H -1.69 -1.52 2.12 0.157
H -2.22 -3.04 2.14 0.189
H 0.36 -3.75 1.53 0.196
H -0.10 -3.36 3.15 0.181
H 0.56 -1.11 2.65 0.495
H -2.39 -2.30 0.03 0.499


# 3
120
Properties=species:S:1:pos:R:3:lowdin_charge:R:1 method="wB97M-V/def2-TZVPD" e_homo_ev=-10.615 spin_multiplicity=1 mol_weight_g_mol=1272.6 lumo_ev=-0.08 de_lowest_kj_mol=780.4 smiles="O=C1OC[C@@H](F)O1.O=C1OC[C@@H](F)O1.O=C1OC[C@@H](F)O1.O=C1OC[C@@H](F)O1.O=C1OC[C@@H](F)O1.O=C1OC[C@@H](F)O1.O=C1OC[C@@H](F)O1.O=C1OC[C@@H](F)O1.O=C1OC[C@@H](F)O1.O=C1OC[C@@H](F)O1.O=C1OC[C@@H](F)O1.O=C1OC[C@@H](F)O1" e_tot_ev=-144230.213 homo_lumo_gap_ev=10.54
O -1.74 -0.06 0.98 0.116
C -0.94 0.02 0.05 -0.568
O -1.17 0.50 -1.19 0.065
C 0.03 0.61 -1.95 -0.028
C 1.05 0.64 -0.76 -0.245
F 1.33 1.89 -0.35 0.089
O 0.33 -0.17 0.21 0.131
H 0.06 -0.26 -2.60 0.131
H 0.16 1.55 -2.48 0.130
H 1.94 0.11 -1.12 0.161
O -0.16 -2.56 -4.37 0.156
C -0.15 -3.24 -5.36 -0.569
O 0.76 -3.20 -6.23 0.142
C 0.23 -3.62 -7.44 -0.074
C -0.90 -4.55 -7.11 -0.343
F -0.48 -5.78 -6.93 0.114
O -1.22 -4.00 -5.85 0.119
H -0.20 -2.85 -8.08 0.145
H 1.02 -4.08 -8.03 0.151
H -1.75 -4.59 -7.79 0.174
O 1.44 -0.03 -5.62 0.164
C 1.94 1.06 -5.52 -0.592
O 2.63 1.63 -6.53 0.069
C 3.32 2.81 -6.15 -0.023
C 2.55 3.06 -4.89 -0.387
F 1.74 4.04 -5.06 0.136
O 1.80 1.93 -4.58 0.170
H 4.35 2.61 -5.86 0.148
H 3.03 3.63 -6.80 0.153
H 3.06 3.32 -3.96 0.175
O -3.12 4.54 -0.73 0.164
C -2.69 4.38 0.38 -0.536
O -2.66 5.33 1.39 0.042
C -2.03 4.65 2.55 -0.020
C -2.13 3.19 2.19 -0.313
F -3.34 2.95 2.68 0.087
O -2.08 3.25 0.77 0.128
H -1.01 5.01 2.43 0.118
H -2.59 4.82 3.48 0.149
H -1.45 2.43 2.57 0.159
O -0.31 -6.62 -2.24 0.104
C -0.19 -5.55 -1.59 -0.445
O -1.04 -5.04 -0.64 0.077
C -0.82 -3.62 -0.52 -0.002
C 0.71 -3.54 -0.96 -0.362
F 1.63 -3.40 -0.07 0.125
O 0.88 -4.70 -1.72 0.114
H -1.41 -3.01 -1.22 0.117
H -0.98 -3.17 0.45 0.142
H 0.92 -2.76 -1.70 0.149
O 0.95 2.03 6.94 0.150
C 1.11 1.66 5.79 -0.559
O 0.11 1.01 5.10 0.046
C 0.65 0.49 3.86 -0.012
C 1.66 1.63 3.63 -0.350
F 0.99 2.59 3.06 0.116
O 1.99 1.98 4.93 0.178
H 1.12 -0.46 4.13 0.143
H -0.05 0.42 3.03 0.122
H 2.54 1.33 3.06 0.158
O 3.52 -0.59 1.10 0.097
C 3.98 -1.50 1.84 -0.469
O 3.18 -2.38 2.60 0.049
C 3.97 -3.52 2.81 -0.083
C 5.32 -2.91 2.90 -0.303
F 6.33 -3.75 2.56 0.097
O 5.25 -1.77 2.03 0.166
H 3.67 -4.15 3.65 0.157
H 3.99 -4.13 1.91 0.148
H 5.47 -2.53 3.91 0.175
O -4.11 -2.90 0.13 0.119
C -3.94 -2.25 -0.92 -0.609
O -3.99 -2.73 -2.06 0.167
C -3.68 -1.71 -2.93 -0.082
C -4.11 -0.40 -2.28 -0.255
F -5.42 -0.09 -2.45 0.071
O -3.90 -0.88 -0.92 0.105
H -2.75 -1.66 -3.49 0.140
H -4.46 -1.67 -3.69 0.145
H -3.57 0.46 -2.66 0.161
O -1.95 -2.14 5.54 0.151
C -2.74 -1.42 4.99 -0.561
O -3.26 -1.74 3.80 0.104
C -4.01 -0.69 3.26 -0.091
C -4.17 0.18 4.43 -0.321
F -5.33 -0.16 5.01 0.090
O -3.15 -0.19 5.34 0.157
H -3.56 -0.08 2.47 0.111
H -4.87 -1.05 2.70 0.155
H -4.05 1.22 4.14 0.154
O -1.54 1.10 -4.56 0.174
C -1.69 1.55 -5.67 -0.536
O -0.86 2.41 -6.23 0.120
C -1.12 2.17 -7.58 -0.101
C -2.58 2.11 -7.54 -0.374
F -2.99 1.69 -8.72 0.118
O -2.60 1.09 -6.58 0.134
H -0.99 3.02 -8.25 0.159
H -0.76 1.23 -7.99 0.167
H -3.23 2.88 -7.14 0.191
O 6.02 5.64 -0.91 0.098
C 5.47 4.55 -0.51 -0.401
O 4.88 4.37 0.66 0.109
C 4.36 3.10 0.63 -0.116
C 5.26 2.31 -0.22 -0.446
F 4.72 1.28 -0.78 0.138
O 5.66 3.28 -1.10 0.139
H 4.26 2.53 1.56 0.148
H 3.42 3.00 0.08 0.131
H 6.09 1.93 0.39 0.180
O 1.43 6.90 -2.64 0.192
C 1.40 6.61 -1.49 -0.586
O 0.93 7.39 -0.51 0.095
C 0.56 6.62 0.54 -0.092
C 1.53 5.42 0.43 -0.241
F 0.85 4.30 0.80 0.050
O 1.75 5.45 -0.98 0.149
H 0.72 7.07 1.52 0.145
H -0.52 6.49 0.39 0.143
H 2.44 5.45 1.03 0.168


# 4
120
Properties=species:S:1:pos:R:3:lowdin_charge:R:1 method="wB97M-V/def2-TZVPD" e_homo_ev=-15.213 spin_multiplicity=1 mol_weight_g_mol=1053.9 lumo_ev=-12.26 de_lowest_kj_mol=0.0 e_tot_ev=-113216.304 homo_lumo_gap_ev=2.95 charge=+2
Tl -1.31 -0.03 2.12 1.337
B 0.14 -0.45 -0.45 -0.312
H -0.98 -0.41 -0.43 0.010
H 0.68 0.42 0.00 0.054
H 0.41 -1.28 0.24 0.011
H 0.53 -0.66 -1.47 0.015
C 2.73 -0.11 -3.57 -0.003
C 2.28 -1.42 -2.86 -0.242
O 3.51 -2.11 -3.05 0.136
C 4.54 -1.34 -3.17 -0.572
O 5.68 -1.73 -3.40 0.174
O 4.15 -0.04 -3.26 0.057
F 1.29 -1.98 -3.65 0.049
H 2.16 0.72 -3.15 0.123
H 2.84 -0.19 -4.65 0.162
H 1.96 -1.53 -1.82 0.119
C -0.67 6.38 4.26 -0.046
C -0.62 4.95 3.68 -0.256
O 0.68 4.74 3.12 -0.180
P 0.78 3.93 1.69 0.495
O 0.03 2.65 1.77 -0.297
O 2.33 3.85 1.45 -0.157
C 3.09 3.47 0.23 -0.208
C 3.65 2.06 0.32 -0.060
O 0.36 4.90 0.44 -0.220
C 0.65 6.29 0.36 -0.234
C 1.69 6.56 -0.76 -0.044
H -0.77 7.13 3.47 0.071
H -1.46 6.45 5.01 0.085
H 0.28 6.68 4.68 0.084
H -0.63 4.19 4.47 0.122
H -1.48 4.73 3.04 0.095
H 2.53 3.41 -0.70 0.108
H 3.93 4.15 0.15 0.126
H 2.88 1.40 -0.08 0.048
H 4.60 1.95 -0.21 0.095
H 3.70 1.81 1.38 0.090
H -0.31 6.74 0.10 0.113
H 1.02 6.69 1.30 0.121
H 2.63 6.16 -0.38 0.061
H 1.61 6.03 -1.71 0.075
H 1.74 7.60 -1.08 0.086
C -3.29 -7.01 0.04 -0.066
C -4.08 -5.74 -0.26 -0.238
O -3.65 -4.62 0.52 -0.161
P -2.45 -3.63 0.05 0.445
O -2.01 -2.71 1.11 -0.270
O -1.34 -4.60 -0.46 -0.170
C 0.02 -4.20 -0.88 -0.168
C 0.54 -4.90 -2.18 -0.029
O -3.11 -3.08 -1.31 -0.161
C -2.52 -2.18 -2.28 -0.230
C -3.56 -1.08 -2.48 -0.044
H -3.49 -7.46 1.01 0.082
H -3.69 -7.81 -0.60 0.087
H -2.22 -6.87 -0.12 0.061
H -3.90 -5.61 -1.33 0.116
H -5.12 -5.82 0.02 0.132
H -0.03 -3.13 -1.12 0.077
H 0.73 -4.26 -0.06 0.094
H 0.37 -5.96 -2.36 0.087
H 0.20 -4.48 -3.12 0.070
H 1.62 -4.78 -2.29 0.078
H -1.53 -1.89 -1.94 0.066
H -2.24 -2.63 -3.24 0.131
H -3.75 -0.56 -1.55 0.072
H -3.31 -0.38 -3.27 0.077
H -4.51 -1.57 -2.70 0.095
C 3.59 -3.05 6.47 -0.036
C 3.57 -3.27 4.94 -0.268
O 2.27 -2.88 4.62 -0.171
P 1.90 -2.55 3.08 0.529
O 0.76 -1.61 2.96 -0.316
O 3.17 -1.96 2.34 -0.157
C 3.31 -2.13 0.94 -0.253
C 4.02 -3.43 0.56 -0.039
O 1.70 -4.06 2.42 -0.205
C 1.12 -5.23 2.96 -0.256
C 0.65 -6.19 1.91 -0.056
H 3.56 -1.97 6.56 0.086
H 2.80 -3.58 7.02 0.082
H 4.38 -3.56 7.03 0.083
H 4.16 -2.51 4.42 0.107
H 3.95 -4.18 4.48 0.127
H 2.31 -2.06 0.49 0.082
H 4.00 -1.39 0.55 0.127
H 4.52 -3.23 -0.39 0.080
H 4.79 -3.63 1.29 0.099
H 3.34 -4.26 0.41 0.067
H 1.88 -5.72 3.57 0.127
H 0.28 -4.93 3.59 0.132
H -0.21 -5.85 1.33 0.055
H 1.41 -6.51 1.20 0.093
H 0.26 -7.01 2.50 0.099
C -4.02 6.16 0.75 -0.026
C -3.15 4.86 0.54 -0.250
O -3.65 4.06 -0.55 -0.149
P -2.85 2.72 -0.97 0.527
O -2.49 1.72 0.07 -0.277
O -3.73 2.18 -2.21 -0.179
C -3.91 2.86 -3.46 -0.268
C -5.19 2.41 -4.12 -0.056
O -1.55 3.35 -1.73 -0.190
C -0.53 2.42 -2.30 -0.212
C -0.26 2.97 -3.67 -0.048
H -3.50 7.01 1.19 0.078
H -4.41 6.42 -0.23 0.080
H -4.87 5.80 1.33 0.077
H -2.14 5.26 0.38 0.084
H -3.05 4.25 1.43 0.103
H -4.03 3.94 -3.40 0.126
H -3.08 2.69 -4.15 0.111
H -5.57 3.15 -4.82 0.092
H -4.98 1.47 -4.63 0.076
H -5.91 2.17 -3.34 0.090
H 0.20 2.51 -1.50 0.109
H -1.00 1.44 -2.30 0.099
H -0.63 3.96 -3.95 0.101
H 0.82 2.95 -3.85 0.075
H -0.55 2.19 -4.36 0.083


# 5
75
Properties=species:S:1:pos:R:3:lowdin_charge:R:1 method="wB97M-V/def2-TZVPD" e_homo_ev=-9.289 spin_multiplicity=1 mol_weight_g_mol=448.0 lumo_ev=0.00 e_tot_ev=-38762.091 homo_lumo_gap_ev=9.29
C 6.45 -1.48 0.33 -0.116
O 5.28 -0.96 -0.30 -0.228
C 4.57 -0.08 0.59 -0.230
C 4.55 1.37 -0.01 -0.167
C 3.93 1.36 -1.47 -0.184
C 2.36 1.15 -1.33 -0.200
C 1.61 2.48 -1.71 -0.197
C 1.40 3.50 -0.53 -0.189
C 0.88 2.86 0.82 -0.196
C -0.20 3.84 1.43 -0.205
C -1.00 3.25 2.65 -0.190
C -1.73 1.88 2.37 -0.191
C -3.24 2.13 1.98 -0.186
C -3.43 3.07 0.70 -0.058
B -2.97 2.28 -0.61 -0.483
O -1.64 1.95 -0.96 0.209
B -1.52 0.61 -1.40 -0.308
O -2.57 -0.07 -2.10 0.213
B -3.76 0.40 -1.50 -0.449
C -4.83 -0.57 -0.77 -0.149
C -4.34 -1.90 -0.45 0.012
C -5.28 -2.80 0.26 -0.027
C -6.57 -2.15 0.52 -0.062
C -6.94 -0.81 0.11 -0.117
N -6.06 -0.01 -0.55 0.100
O -3.99 1.81 -1.51 0.244
H 7.28 -0.71 0.41 0.098
H 6.25 -1.84 1.37 0.088
H 6.80 -2.34 -0.30 0.092
H 5.10 -0.04 1.58 0.116
H 3.53 -0.45 0.80 0.119
H 3.95 2.05 0.66 0.105
H 5.57 1.84 -0.08 0.114
H 4.20 2.35 -1.93 0.104
H 4.37 0.57 -2.13 0.107
H 2.09 0.32 -2.04 0.099
H 2.13 0.77 -0.30 0.089
H 0.65 2.25 -2.25 0.095
H 2.24 3.01 -2.48 0.105
H 0.70 4.30 -0.92 0.111
H 2.39 3.99 -0.32 0.108
H 1.74 2.78 1.54 0.107
H 0.49 1.83 0.63 0.086
H 0.33 4.76 1.81 0.119
H -0.83 4.19 0.58 0.089
H -1.76 3.99 3.03 0.113
H -0.25 3.06 3.47 0.109
H -1.25 1.24 1.59 0.095
H -1.76 1.26 3.32 0.113
H -3.86 2.57 2.81 0.115
H -3.69 1.12 1.76 0.113
H -2.99 4.09 0.82 0.102
H -4.55 3.22 0.61 0.121
H -0.54 -0.04 -1.21 0.118
H -3.30 -2.24 -0.69 0.108
H -5.03 -3.83 0.57 0.100
H -7.34 -2.75 1.07 0.096
H -7.95 -0.43 0.37 0.111
C 0.54 -5.18 -1.40 -0.071
C -0.04 -4.38 -0.24 -0.430
C 0.10 -2.85 -0.42 -0.219
O 1.40 -2.35 -0.17 -0.194
C 2.30 -2.46 -1.26 -0.094
N 0.58 -4.83 1.01 0.038
H 1.63 -5.21 -1.39 0.064
H 0.20 -6.22 -1.35 0.076
H 0.22 -4.77 -2.36 0.079
H -1.11 -4.60 -0.20 0.130
H -0.55 -2.37 0.31 0.118
H -0.26 -2.53 -1.41 0.114
H 1.80 -2.33 -2.22 0.096
H 2.82 -3.42 -1.23 0.081
H 3.06 -1.68 -1.15 0.058
H 0.12 -4.36 1.79 0.071
H 1.53 -4.47 1.02 0.070